1.
Density functional theory data (ωB97M-V with the def2-TZVPD basis set) for C40H110AsF6N10O10 as an isolated structure at a distorted geometry.

The charge is -1. The calculation puts the lowest unoccupied orbital energy at 2.139 eV. Its relative energy (zero: lowest compared OMol25 entry of this formula, charge and spin) is 163.2 kcal/mol. For the frontier orbital gap, the calculation gives 8.72 eV.

```
177
Properties=species:S:1:pos:R:3:mulliken_charge:R:1
As -0.36 -1.41 0.40 2.13
F 0.80 -1.30 -1.01 -0.55
F 0.30 0.18 0.92 -0.52
F -1.41 -1.35 1.82 -0.51
F -0.96 -3.02 -0.14 -0.52
F 0.89 -2.22 1.43 -0.53
F -1.57 -0.69 -0.67 -0.51
C -7.20 7.75 0.55 -1.71
C -6.10 6.71 0.52 0.71
C -6.21 5.57 -0.64 -0.92
O -5.42 4.50 -0.35 -0.12
C -5.48 3.51 -1.35 -0.88
N -4.86 7.44 0.53 -0.63
H -8.13 7.34 0.94 0.42
H -7.41 8.13 -0.45 0.37
H -6.99 8.55 1.26 0.44
H -6.15 6.09 1.42 0.09
H -6.02 5.95 -1.65 0.38
H -7.26 5.28 -0.70 0.38
H -6.53 3.32 -1.58 0.38
H -5.01 2.61 -0.95 0.25
H -5.07 3.70 -2.34 0.31
H -4.92 8.20 -0.13 0.25
H -4.94 8.04 1.34 0.28
C 2.47 -6.82 -3.41 -1.40
C 2.25 -5.76 -2.31 0.55
C 2.88 -6.08 -0.95 -0.76
O 2.76 -7.42 -0.54 -0.38
C 1.49 -7.79 -0.30 -0.63
N 2.71 -4.51 -2.94 -0.73
H 2.08 -6.63 -4.41 0.38
H 2.16 -7.81 -3.07 0.31
H 3.55 -6.90 -3.49 0.38
H 1.20 -5.75 -2.05 0.23
H 2.50 -5.39 -0.20 0.36
H 3.95 -5.91 -1.05 0.35
H 1.11 -7.23 0.55 0.25
H 1.31 -8.84 -0.06 0.28
H 0.80 -7.63 -1.13 0.24
H 2.25 -4.40 -3.83 0.25
H 2.34 -3.70 -2.46 0.30
C -2.63 2.17 4.62 -1.40
C -3.59 2.53 3.45 0.48
C -5.01 1.92 3.66 -0.82
O -5.52 2.49 4.89 -0.31
C -6.80 1.92 5.20 -0.79
N -3.65 3.95 3.20 -0.62
H -3.12 2.14 5.59 0.30
H -1.76 2.82 4.76 0.35
H -2.14 1.22 4.42 0.32
H -3.21 1.96 2.60 0.43
H -4.96 0.83 3.68 0.46
H -5.74 2.21 2.90 0.35
H -7.63 2.13 4.53 0.30
H -7.17 2.35 6.13 0.26
H -6.73 0.83 5.28 0.30
H -4.40 4.03 2.53 0.04
H -4.10 4.33 4.01 0.34
C -3.80 -7.06 -2.95 -1.46
C -4.48 -6.72 -1.65 0.67
C -5.44 -7.87 -1.21 -0.74
O -6.46 -8.09 -2.24 -0.34
C -7.53 -7.15 -2.14 -0.68
N -3.47 -6.64 -0.64 -0.64
H -3.14 -6.27 -3.30 0.38
H -4.46 -7.25 -3.80 0.31
H -3.20 -7.96 -2.81 0.33
H -4.95 -5.75 -1.74 0.23
H -5.89 -7.85 -0.22 0.42
H -4.91 -8.82 -1.20 0.33
H -8.09 -7.42 -1.24 0.27
H -8.24 -7.26 -2.95 0.26
H -7.22 -6.11 -2.06 0.27
H -2.87 -5.83 -0.71 0.20
H -3.86 -6.66 0.29 0.19
C 1.17 2.00 -8.94 -1.31
C 1.76 1.21 -7.70 0.40
C 0.82 0.16 -7.13 -0.65
O -0.34 0.75 -6.65 -0.30
C -1.11 -0.19 -5.85 -0.82
N 3.00 0.61 -8.29 -0.82
H 0.53 2.76 -8.49 0.33
H 0.60 1.37 -9.60 0.28
H 1.89 2.61 -9.49 0.42
H 2.11 1.88 -6.91 0.30
H 1.37 -0.18 -6.25 0.33
H 0.60 -0.64 -7.84 0.31
H -1.52 -1.05 -6.38 0.33
H -2.01 0.35 -5.54 0.28
H -0.72 -0.53 -4.90 0.33
H 3.49 1.45 -8.56 0.28
H 3.44 0.24 -7.46 0.28
C 2.57 4.39 4.10 -1.40
C 2.49 5.94 4.26 0.48
C 3.10 6.79 3.13 -0.86
O 2.53 6.67 1.84 -0.17
C 3.09 7.64 0.93 -0.74
N 1.09 6.22 4.43 -0.65
H 3.60 4.08 3.96 0.37
H 2.16 3.95 3.19 0.34
H 2.18 3.84 4.96 0.34
H 3.01 6.21 5.18 0.26
H 4.19 6.68 3.11 0.39
H 2.93 7.82 3.44 0.35
H 2.59 7.50 -0.03 0.16
H 4.16 7.52 0.80 0.33
H 2.92 8.67 1.24 0.32
H 1.11 7.22 4.57 0.23
H 0.82 5.92 5.36 0.25
C 6.00 -2.07 1.26 -1.34
C 5.90 -2.97 2.53 0.59
C 7.33 -3.17 3.19 -0.66
O 7.90 -4.02 2.22 -0.26
C 9.31 -4.14 2.30 -0.85
N 4.98 -2.34 3.50 -0.77
H 5.00 -1.86 0.88 0.33
H 6.53 -2.55 0.44 0.35
H 6.56 -1.15 1.47 0.31
H 5.45 -3.94 2.30 0.23
H 7.16 -3.60 4.18 0.34
H 7.83 -2.21 3.26 0.32
H 9.72 -4.58 3.21 0.32
H 9.89 -3.22 2.16 0.34
H 9.70 -4.75 1.48 0.27
H 4.05 -2.27 3.09 0.22
H 4.76 -2.85 4.34 0.26
C -0.24 3.57 -2.81 -1.61
C -0.35 4.82 -1.88 0.67
C -1.18 5.99 -2.49 -0.63
O -1.08 7.19 -1.73 -0.26
C -1.34 8.45 -2.37 -0.79
N -0.82 4.35 -0.61 -0.52
H 0.36 2.79 -2.35 0.48
H 0.32 3.82 -3.71 0.41
H -1.26 3.24 -3.01 0.30
H 0.69 5.15 -1.82 0.13
H -2.20 5.62 -2.52 0.16
H -0.94 6.10 -3.55 0.39
H -2.30 8.48 -2.89 0.31
H -0.51 8.79 -2.99 0.31
H -1.45 9.20 -1.58 0.25
H -0.36 3.46 -0.46 0.25
H -1.78 4.13 -0.80 0.16
C 6.71 2.06 -4.76 -1.36
C 6.23 0.77 -4.06 0.41
C 5.13 1.02 -2.92 -0.63
O 5.77 1.57 -1.75 -0.34
C 4.80 2.07 -0.85 -0.73
N 5.62 -0.10 -5.04 -0.61
H 7.04 2.85 -4.08 0.33
H 5.86 2.56 -5.23 0.29
H 7.50 1.94 -5.49 0.36
H 7.02 0.13 -3.67 0.32
H 4.59 0.13 -2.59 0.38
H 4.39 1.73 -3.30 0.23
H 5.29 2.49 0.03 0.29
H 4.15 1.34 -0.36 0.31
H 4.08 2.77 -1.29 0.30
H 5.52 -0.99 -4.59 0.24
H 6.28 -0.28 -5.77 0.23
C 0.17 -5.27 5.64 -1.33
C -1.33 -5.64 5.75 0.42
C -2.06 -5.05 7.00 -0.65
O -1.55 -5.51 8.27 -0.33
C -2.35 -5.38 9.43 -0.73
N -1.92 -5.08 4.55 -0.71
H 0.67 -5.63 6.54 0.33
H 0.34 -4.20 5.56 0.32
H 0.54 -5.67 4.70 0.38
H -1.35 -6.73 5.77 0.25
H -3.14 -5.17 7.04 0.41
H -1.93 -3.97 6.90 0.26
H -1.72 -5.59 10.30 0.23
H -3.19 -6.08 9.41 0.29
H -2.79 -4.38 9.49 0.32
H -1.84 -4.08 4.58 0.27
H -1.42 -5.39 3.72 0.28
```

2.
Density functional theory data (ωB97M-V with the def2-TZVPD basis set) for a 11-piece molecular cluster, C40H110ClN10O14 overall at a distorted geometry.

The calculation puts the lowest unoccupied orbital energy (alpha / beta) at 0.111 / -3.603 eV. As for the spin multiplicity: 2. Its expectation value of S² is 0.76. For the frontier orbital gap (alpha / beta), the calculation gives 8.55 / 4.80 eV.

```
175
Properties=species:S:1:pos:R:3:lowdin_spin:R:1
Cl -1.44 -0.31 0.22 0.00
O -1.64 0.50 -0.94 0.00
O -0.85 -1.57 -0.12 0.00
O -0.60 0.39 1.19 0.00
O -2.74 -0.48 0.79 0.00
C -3.78 2.98 1.10 0.00
C -3.53 3.71 -0.26 0.00
C -2.25 4.56 -0.31 0.00
O -2.21 5.48 0.81 0.00
C -3.07 6.59 0.61 0.00
N -3.53 2.72 -1.36 0.00
H -2.97 2.26 1.18 0.00
H -4.70 2.42 0.93 0.00
H -4.04 3.69 1.89 0.00
H -4.34 4.42 -0.43 0.00
H -2.06 5.10 -1.24 0.00
H -1.41 3.89 -0.09 0.00
H -4.05 6.14 0.75 0.00
H -2.96 6.95 -0.42 0.00
H -2.99 7.43 1.30 0.00
H -2.88 2.01 -1.05 0.00
H -4.41 2.23 -1.35 0.00
C -6.63 -0.89 0.64 0.00
C -6.54 0.20 -0.45 0.00
C -5.66 -0.29 -1.63 0.00
O -5.43 0.68 -2.68 0.00
C -4.60 0.20 -3.64 0.00
N -7.94 0.45 -0.78 0.00
H -7.26 -1.70 0.28 0.00
H -7.02 -0.39 1.52 0.00
H -5.64 -1.25 0.92 0.00
H -6.04 1.14 -0.19 0.00
H -6.10 -1.20 -2.03 0.00
H -4.67 -0.64 -1.34 0.00
H -4.46 1.07 -4.27 0.00
H -5.11 -0.45 -4.36 0.00
H -3.69 -0.21 -3.19 0.00
H -8.34 -0.44 -1.05 0.00
H -7.96 1.06 -1.59 0.00
C -2.85 -4.53 2.62 0.00
C -2.80 -3.38 3.57 0.00
C -1.42 -2.59 3.71 0.00
O -0.49 -3.39 4.49 0.00
C -0.28 -2.89 5.79 0.00
N -3.88 -2.55 3.15 0.00
H -3.57 -5.29 2.89 0.00
H -1.89 -5.05 2.57 0.00
H -3.15 -4.31 1.60 0.00
H -2.98 -3.81 4.56 0.00
H -1.61 -1.60 4.12 0.00
H -0.99 -2.32 2.75 0.00
H -1.17 -3.23 6.31 0.00
H -0.18 -1.80 5.77 0.00
H 0.57 -3.37 6.29 0.00
H -3.41 -1.83 2.62 0.00
H -4.29 -3.11 2.41 0.00
C -1.38 1.21 -4.86 0.00
C -1.23 -0.32 -4.93 0.00
C -0.65 -0.93 -6.22 0.00
O -0.69 -2.36 -6.16 0.00
C 0.08 -3.03 -7.18 0.00
N -0.40 -0.67 -3.77 0.00
H -1.92 1.56 -3.98 0.00
H -1.89 1.50 -5.78 0.00
H -0.40 1.67 -4.97 0.00
H -2.12 -0.91 -4.70 0.00
H 0.33 -0.48 -6.37 0.00
H -1.32 -0.61 -7.02 0.00
H -0.38 -2.89 -8.16 0.00
H 0.14 -4.11 -7.09 0.00
H 1.12 -2.68 -7.14 0.00
H -0.84 -0.55 -2.87 0.00
H -0.24 -1.66 -3.86 0.00
C 5.50 2.43 5.89 0.00
C 4.72 1.62 4.87 0.00
C 3.27 2.04 4.87 0.00
O 2.35 1.21 4.09 0.01
C 0.96 1.44 4.47 0.00
N 5.38 1.98 3.64 0.00
H 4.93 2.35 6.82 0.00
H 5.69 3.49 5.69 0.00
H 6.36 1.83 6.17 0.00
H 4.92 0.60 5.18 0.00
H 3.12 3.06 4.51 0.00
H 2.85 2.11 5.88 0.00
H 0.31 1.10 3.67 0.00
H 0.72 2.49 4.67 0.00
H 0.72 0.94 5.41 0.00
H 5.21 2.96 3.47 0.00
H 6.37 1.91 3.81 0.00
C 6.59 -1.36 3.71 0.00
C 5.61 -1.44 2.57 0.00
C 4.23 -1.78 3.09 0.00
O 3.32 -1.90 2.01 0.01
C 2.09 -2.32 2.49 0.00
N 5.73 -0.23 1.86 0.01
H 7.56 -1.03 3.36 0.00
H 6.75 -2.35 4.14 0.00
H 6.30 -0.68 4.51 0.00
H 5.96 -2.19 1.86 0.00
H 3.89 -1.06 3.84 0.00
H 4.27 -2.73 3.63 0.00
H 2.12 -3.39 2.69 0.00
H 1.28 -2.22 1.77 0.00
H 1.75 -1.89 3.43 0.00
H 6.65 -0.28 1.45 0.00
H 5.83 0.58 2.45 0.00
C -3.77 -3.49 -1.14 0.00
C -4.20 -4.92 -0.79 0.00
C -5.58 -5.15 -0.21 0.00
O -5.79 -4.45 1.01 0.00
C -6.97 -4.81 1.72 0.00
N -4.14 -5.60 -2.08 0.00
H -4.57 -2.97 -1.66 0.00
H -2.94 -3.38 -1.84 0.00
H -3.58 -2.97 -0.20 0.00
H -3.48 -5.42 -0.14 0.00
H -5.72 -6.23 -0.19 0.00
H -6.26 -4.69 -0.93 0.00
H -7.88 -4.45 1.23 0.00
H -7.11 -4.39 2.72 0.00
H -7.06 -5.87 1.96 0.00
H -4.43 -6.56 -1.99 0.00
H -3.16 -5.60 -2.29 0.00
C 2.27 4.46 -5.27 0.00
C 2.24 5.14 -3.91 0.00
C 2.73 4.21 -2.82 0.00
O 2.06 2.92 -2.78 0.00
C 0.74 3.01 -2.58 0.00
N 3.12 6.29 -4.03 0.00
H 1.87 5.03 -6.11 0.00
H 1.69 3.54 -5.28 0.00
H 3.33 4.23 -5.41 0.00
H 1.24 5.50 -3.69 0.00
H 2.74 4.67 -1.83 0.00
H 3.80 4.03 -2.94 0.00
H 0.20 3.31 -3.48 0.00
H 0.41 3.65 -1.77 0.00
H 0.37 2.00 -2.42 0.00
H 4.10 6.08 -4.14 0.00
H 3.16 6.85 -3.19 0.00
C 1.65 3.42 1.20 0.06
C 2.49 2.28 0.49 0.05
C 3.90 2.66 0.36 0.00
O 4.67 1.53 -0.22 0.01
C 5.88 2.04 -0.86 0.00
N 2.42 1.13 1.41 0.67
H 2.00 3.67 2.20 0.00
H 0.62 3.09 1.33 0.00
H 1.59 4.32 0.58 0.01
H 2.05 2.05 -0.48 0.00
H 4.37 2.90 1.31 0.00
H 3.88 3.58 -0.22 0.00
H 6.42 1.12 -1.08 0.00
H 6.52 2.56 -0.14 0.00
H 5.68 2.65 -1.74 0.00
H 1.43 0.97 1.51 0.02
H 2.60 1.43 2.35 0.02
C 1.69 -3.14 -2.05 0.01
C 2.56 -2.58 -0.94 0.01
C 4.07 -2.75 -1.29 0.00
O 5.02 -1.88 -0.59 0.00
C 6.33 -2.02 -1.00 0.00
N 2.27 -1.14 -0.81 0.11
H 0.63 -2.98 -1.82 0.00
H 1.79 -4.22 -2.12 0.00
H 1.87 -2.65 -3.01 0.00
H 2.32 -3.14 -0.04 0.00
H 4.19 -2.54 -2.35 0.00
H 4.30 -3.80 -1.15 0.00
H 6.44 -2.35 -2.03 0.00
H 6.97 -2.66 -0.38 0.00
H 6.89 -1.08 -1.01 0.00
H 2.21 -0.81 -1.77 0.00
H 1.28 -1.09 -0.65 0.00
```

| no. | DFT total energy (eV) |
| --- | --- |
| 1 | -155779.543 |
| 2 | -99332.948 |